Molecular formula: C4H11NO
Method: DFT, ωB97M-V/def2-TZVPD

Spin multiplicity: 2
Kohn-Sham gap (spin up / spin down), eV: 5.9 / 5.5
Expectation value of S²: 0.78
Max |F|, Eh/bohr: 0.034
E_HOMO (spin up / spin down), eV: -2.044 / -2.028
Energy relative to the best compared isomer or geometry (same formula, charge and spin), kcal per mole: 56.63
Total charge: -1

```
17
Properties=species:S:1:pos:R:3:forces:R:3:lowdin_charge:R:1
O -0.4452 2.9911 0.3259 0.32 0.06 0.86 -0.345
N -0.1989 -0.2475 -1.4014 -0.03 -0.96 0.46 -0.122
C 0.6706 -0.8583 -2.4161 0.49 1.26 1.11 -0.147
C -0.6254 -1.1979 0.8247 -0.74 0.45 -1.02 -0.224
C -0.7097 -1.2118 2.1920 -0.25 -0.20 -0.10 -0.036
C 0.2520 -0.6239 -0.1036 0.38 0.00 1.07 -0.219
H 1.7388 -0.6335 -2.2359 -0.05 0.16 -0.03 0.065
H -1.6826 -1.4760 2.5949 0.15 -0.30 0.08 0.028
H -0.5798 3.5128 1.1302 -0.58 0.58 -0.39 -0.047
H -0.0060 -0.8261 2.9076 0.39 0.23 -0.28 0.013
H 0.4272 -0.4357 -3.3887 -0.20 -0.70 -0.27 0.066
H -1.5152 -1.5344 0.2844 -0.15 0.05 0.31 0.085
H 0.6037 -1.9264 -2.2246 -0.33 -0.19 -0.90 0.069
H 1.2592 -0.3303 0.1801 0.00 0.06 0.07 0.061
H 0.9149 1.6462 1.8226 0.12 0.15 0.04 -0.131
H 0.1776 2.3883 0.9011 0.27 -0.77 -0.58 -0.206
H -0.2811 0.7633 -1.3932 0.21 0.12 -0.42 0.091
```
Positions in Å, forces in eV/Å.


Molecular formula: C4H11NO
Method: DFT, ωB97M-V/def2-TZVPD

Spin multiplicity: 2
Kohn-Sham gap (spin up / spin down), eV: 3.1 / 9.8
Expectation value of S²: 0.75
Max |F|, Eh/bohr: 0.036
E_HOMO (spin up / spin down), eV: 1.227 / -5.577
Energy relative to the best compared isomer or geometry (same formula, charge and spin), kcal per mole: 6.46
Total charge: -1

```
17
Properties=species:S:1:pos:R:3:forces:R:3:lowdin_charge:R:1
O 2.8824 0.1404 0.1804 -0.87 -0.40 -0.40 -0.195
N 0.5243 -0.3541 -0.7623 -0.87 -0.06 -0.12 -0.121
C -0.0447 -1.2185 0.3178 1.30 0.48 -0.81 -0.333
C -0.5781 0.5526 -1.1488 -1.26 -0.57 1.21 -0.389
C -1.2913 0.8299 0.2479 0.40 0.82 -1.62 -0.253
C -0.6868 -0.1739 1.2024 -0.78 -0.56 0.86 -0.245
H -1.0228 1.8639 0.5028 -0.26 -0.21 0.34 0.079
H 1.9353 -0.1193 -0.2073 1.34 0.76 0.68 -0.019
H 0.8019 -1.7518 0.7693 -0.23 0.01 0.17 0.090
H 2.8155 1.0911 0.0633 0.21 0.22 0.07 -0.018
H -0.7606 -1.9560 -0.0697 -0.08 0.27 0.05 0.046
H -2.3755 0.7665 0.0900 0.14 -0.08 0.24 0.062
H 0.9261 -0.8827 -1.5380 -0.55 -0.20 -0.26 0.048
H -0.0149 0.3688 1.8657 0.49 -0.42 -0.10 0.099
H -0.3406 1.4970 -1.6459 0.59 -0.33 0.01 0.054
H -1.4093 -0.6811 1.8661 -0.11 0.35 -0.17 0.082
H -1.3608 0.0274 -1.7338 0.56 -0.07 -0.15 0.015
```
Positions in Å, forces in eV/Å.